[1]
52
Properties=species:S:1:pos:R:3 method="wB97M-V/def2-TZVPD" de_lowest_kj_mol=268.0 mol_weight_da=640.38 spin_multiplicity=5 lumo_ev="-6.22 / -4.48" homo_lumo_gap_ev="6.413 / 8.499" s2=6.394 charge=+1
Mn 0.12 -0.26 1.50
F -0.85 3.69 4.21
C -1.30 2.57 3.70
F -2.42 2.19 4.24
F 0.68 -0.29 3.13
S -1.30 2.52 1.90
O -1.27 1.03 1.63
O -2.49 3.08 1.38
N 0.01 3.23 1.51
S 1.36 2.68 0.94
O 1.31 1.22 0.72
O 1.88 3.46 -0.12
C 2.50 2.88 2.37
F 2.72 4.16 2.59
F 3.63 2.25 2.10
F 1.94 2.35 3.46
O 0.52 -2.95 -1.38
C 0.45 -2.72 -0.21
O 0.58 -1.45 0.26
C 0.19 -3.75 0.84
C 0.76 -5.00 0.68
C 0.54 -5.99 1.64
C -0.27 -5.73 2.73
C -0.87 -4.49 2.88
C -0.63 -3.49 1.95
P -1.54 -1.94 1.99
C -2.83 -1.91 0.76
C -2.70 -1.21 -0.44
C -3.72 -1.29 -1.38
C -4.84 -2.07 -1.14
C -4.96 -2.77 0.05
C -3.96 -2.70 1.00
C -2.16 -1.57 3.61
C -1.33 -1.81 4.72
C -1.77 -1.49 5.98
C -3.03 -0.91 6.15
C -3.84 -0.65 5.05
C -3.40 -0.96 3.78
H 1.37 -5.20 -0.18
H 1.00 -6.96 1.52
H -0.45 -6.50 3.47
H -1.53 -4.31 3.72
H -1.83 -0.61 -0.66
H -3.63 -0.75 -2.31
H -5.63 -2.13 -1.88
H -5.84 -3.38 0.24
H -4.05 -3.26 1.93
H -0.34 -2.24 4.59
H -1.14 -1.67 6.84
H -3.38 -0.66 7.14
H -4.81 -0.19 5.19
H -4.03 -0.74 2.92



[2]
44
Properties=species:S:1:pos:R:3 method="wB97M-V/def2-TZVPD" de_lowest_kj_mol=0.0 mol_weight_da=728.94 spin_multiplicity=6 lumo_ev="-13.75 / -15.10" homo_lumo_gap_ev="5.502 / 4.121" s2=8.900 charge=+4
Tm -1.74 -0.78 -3.73
Cr -0.78 0.97 0.89
Cl -2.15 -2.66 -2.27
Cl -0.77 0.59 -1.49
C 0.90 1.57 1.41
C -0.04 -1.98 -4.68
C -0.04 0.53 -4.85
O 2.05 1.74 1.61
O 0.91 -2.47 -5.14
O 0.93 1.03 -5.24
C 3.29 -1.03 4.52
C 2.90 -2.13 3.75
C 1.63 -2.16 3.15
C 0.78 -1.07 3.30
C 1.15 0.03 4.06
C 2.40 0.04 4.69
Sb -1.07 -1.21 2.11
C -1.88 -2.73 3.47
C -2.64 -3.73 2.86
C -3.10 -4.81 3.62
C -2.81 -4.87 4.99
C -2.05 -3.85 5.59
C -1.58 -2.78 4.83
C -2.16 0.66 2.75
C -2.58 0.66 4.09
C -2.97 1.87 4.70
C -2.91 3.08 3.99
C -2.54 3.08 2.65
C -2.31 1.85 1.98
H 4.28 -1.01 4.99
H 3.57 -2.98 3.61
H 1.33 -3.03 2.56
H 0.48 0.88 4.19
H 2.68 0.89 5.30
H -2.86 -3.68 1.79
H -3.69 -5.60 3.15
H -3.17 -5.70 5.59
H -1.83 -3.89 6.66
H -0.96 -2.01 5.30
H -2.62 -0.26 4.67
H -3.35 1.86 5.73
H -3.20 4.00 4.49
H -2.44 4.02 2.10
H -2.39 1.80 0.84



[3]
49
Properties=species:S:1:pos:R:3 method="wB97M-V/def2-TZVPD" de_lowest_kj_mol=205.6 mol_weight_da=620.84 lumo_ev=-1.42 homo_lumo_gap_ev=6.892 charge=0
Rh -0.98 -0.84 -1.18
S -2.60 0.25 -0.02
C -2.89 -1.10 0.99
S -1.87 -2.31 0.31
C -3.67 -1.19 2.10
C -3.72 -2.41 2.84
N -3.76 -3.40 3.43
C -4.41 -0.05 2.54
N -4.95 0.90 2.88
O -4.04 -0.52 -2.78
Cl -2.79 -0.62 -3.45
O -2.94 -0.65 -4.86
O -1.88 0.49 -3.06
O -2.06 -1.83 -2.95
N 1.88 0.17 -0.87
P 0.56 0.00 0.18
C 1.29 -0.78 1.63
C 1.12 -2.13 1.89
C 1.76 -2.72 2.97
C 2.58 -1.95 3.78
C 2.77 -0.60 3.52
C 2.12 -0.01 2.45
C 0.17 1.69 0.68
C 0.20 2.69 -0.29
C -0.27 3.96 0.02
C -0.76 4.23 1.29
C -0.79 3.23 2.25
C -0.33 1.96 1.95
C 1.83 -0.21 -2.19
C 2.89 0.06 -3.06
C 2.78 -0.34 -4.37
C 1.63 -1.00 -4.80
C 0.63 -1.23 -3.88
N 0.73 -0.85 -2.58
H 2.75 0.56 -0.53
H 0.48 -2.73 1.26
H 1.62 -3.77 3.18
H 3.08 -2.40 4.63
H 3.41 0.00 4.16
H 2.25 1.05 2.26
H 0.55 2.48 -1.29
H -0.25 4.74 -0.73
H -1.14 5.22 1.52
H -1.20 3.43 3.24
H -0.38 1.18 2.70
H 3.77 0.58 -2.70
H 3.58 -0.14 -5.07
H 1.50 -1.32 -5.82
H -0.27 -1.75 -4.14



[4]
51
Properties=species:S:1:pos:R:3 method="wB97M-V/def2-TZVPD" de_lowest_kj_mol=0.0 mol_weight_da=626.15 lumo_ev=-1.18 homo_lumo_gap_ev=8.340 charge=0
O 2.98 -2.56 1.98
C 2.42 -2.13 1.04
Br 0.51 -2.43 0.82
C 3.06 -1.30 -0.06
C 2.11 -0.32 -0.68
C 1.80 -0.27 -1.97
C 0.82 0.75 -2.41
O 0.88 1.32 -3.48
C -0.26 1.04 -1.42
C -1.54 1.34 -1.84
C -2.55 1.53 -0.91
C -3.97 1.78 -1.37
C -4.46 0.64 -2.31
C -5.32 -0.39 -1.70
O -3.85 -0.58 -2.16
C -2.26 1.46 0.44
C -0.96 1.20 0.87
Br -0.67 1.08 2.73
C 0.05 0.98 -0.05
C 1.45 0.63 0.28
O 2.08 1.07 1.22
H 3.41 -2.00 -0.83
H 3.91 -0.79 0.40
H 2.24 -0.94 -2.69
H -1.75 1.38 -2.90
H -4.64 1.79 -0.52
H -4.02 2.72 -1.92
H -4.73 0.94 -3.33
H -5.21 -0.69 -0.66
H -5.80 -1.17 -2.29
H -3.03 1.58 1.19
O 6.79 4.49 -0.24
C 5.91 3.87 -0.73
O 4.80 4.40 -1.30
C 4.05 3.35 -1.92
C 4.54 2.14 -1.16
F 4.58 1.03 -1.94
O 5.86 2.51 -0.81
H 4.32 3.28 -2.97
H 2.99 3.53 -1.83
H 3.98 1.92 -0.25
O -2.62 -2.55 1.47
C -2.41 -3.11 2.49
O -2.58 -2.57 3.72
C -2.33 -3.59 4.70
C -1.47 -4.57 3.92
F -1.68 -5.85 4.29
O -1.93 -4.38 2.59
H -3.28 -4.06 4.98
H -1.84 -3.17 5.57
H -0.40 -4.36 3.96



[5]
45
Properties=species:S:1:pos:R:3 method="wB97M-V/def2-TZVPD" mol_weight_da=619.23 lumo_ev=-12.39 homo_lumo_gap_ev=4.488 charge=+3
Ta -0.35 0.42 0.52
C -0.65 2.43 -3.34
C -0.84 2.09 -1.93
N 0.13 1.69 -1.11
N 1.35 2.25 -1.17
C 2.17 1.53 -0.37
O 1.64 0.54 0.32
C 3.54 1.88 -0.28
C 4.05 2.99 -1.02
C 5.38 3.29 -0.96
C 6.23 2.51 -0.17
C 5.75 1.41 0.56
C 4.42 1.09 0.51
C -2.11 2.08 -1.21
C -3.24 2.72 -1.68
C -4.38 2.77 -0.88
C -4.36 2.15 0.36
C -3.19 1.54 0.79
N -2.08 1.52 0.05
H 0.33 2.10 -3.69
H -0.69 3.52 -3.51
H -1.46 1.99 -3.93
H 3.37 3.58 -1.62
H 5.78 4.13 -1.51
H 7.29 2.75 -0.13
H 6.44 0.82 1.15
H 4.03 0.24 1.05
H -3.23 3.18 -2.66
H -5.27 3.27 -1.23
H -5.23 2.16 1.01
H -3.13 1.07 1.77
Br -0.10 -0.70 2.88
C -1.41 -2.19 2.88
C -1.53 -2.72 4.14
C -2.36 -3.82 4.33
C -3.06 -4.36 3.26
C -2.92 -3.80 1.99
C -2.08 -2.70 1.76
C -2.08 -2.24 0.36
O -2.72 -2.62 -0.54
O -1.17 -1.14 0.11
H -0.98 -2.31 4.98
H -2.46 -4.25 5.32
H -3.71 -5.21 3.39
H -3.46 -4.20 1.15